[1]
Computed, not measured: a single C19H26FN3O3S molecule, with wB97M-V/def2-TZVPD.

Properties
LUMO level in eV: 0.70
Max |F| in eV/Å: 1.629
Orbital gap in hartree: 0.342
Energy above the lowest of the compared OMol25 structures with the same formula, charge and spin in kcal per mole: 6.21
Spin multiplicity: 1
SMILES: CC(C)C[C@H](NC(=O)OC(C)(C)C)c1nnc(SCc2cccc(F)c2)o1

Element x y z (Å)
C -0.4672 -4.4187 -1.5267
H 0.2881 -5.1994 -1.5756
H -0.3542 -3.7778 -2.3975
H -1.4486 -4.8865 -1.5670
C -0.3171 -3.6084 -0.2406
C -0.4076 -4.5335 0.9713
H -0.2490 -3.9923 1.9010
H -1.3850 -5.0099 1.0112
H 0.3486 -5.3122 0.9051
C -1.3938 -2.5177 -0.1984
H -2.3640 -2.9745 0.0079
H -1.4551 -2.0213 -1.1679
C -1.1462 -1.4393 0.8621
N -2.3319 -0.6172 1.0473
C -2.6129 0.3930 0.1770
O -2.0317 0.5509 -0.8690
O -3.6234 1.1258 0.6563
C -4.1222 2.2641 -0.0924
C -4.6789 1.8080 -1.4403
H -5.4370 1.0419 -1.2916
H -3.8824 1.3998 -2.0560
H -5.1266 2.6530 -1.9558
C -5.2393 2.8236 0.7889
H -5.6902 3.6882 0.3114
H -6.0026 2.0666 0.9482
H -4.8386 3.1192 1.7548
C -3.0132 3.2994 -0.2749
H -3.4173 4.1898 -0.7482
H -2.5924 3.5700 0.6911
H -2.2211 2.8955 -0.8992
H -2.7670 -0.5715 1.9533
C -0.0120 -0.5424 0.4835
N 0.4187 0.4585 1.1775
N 1.3982 1.0526 0.4667
C 1.5158 0.3671 -0.6297
S 2.5945 0.6367 -1.9414
C 3.5579 2.0335 -1.2247
C 4.6048 1.5334 -0.2854
C 5.7915 1.0112 -0.7871
C 6.7400 0.5341 0.0958
C 6.5467 0.5547 1.4653
C 5.3589 1.0708 1.9535
C 4.3934 1.5567 1.0884
H 3.4621 1.9429 1.4717
H 5.1846 1.0933 3.0182
H 7.3119 0.1719 2.1216
F 7.8931 0.0330 -0.3960
H 5.9771 0.9699 -1.8493
H 3.9944 2.5324 -2.0886
H 2.8366 2.6774 -0.7272
O 0.6583 -0.6691 -0.6818
H -0.9159 -1.8931 1.8307
H 0.6695 -3.1345 -0.2476



[2]
Computed, not measured: a molecular structure, C19H26GeIMnN2O2Se, with wB97M-V/def2-TZVPD.

Properties
LUMO level (alpha / beta) in eV: -8.88 / -7.62
Max |F| in eV/Å: 0.335
Orbital gap (alpha / beta) in hartree: 0.210 / 0.260
Net charge: +2
Spin multiplicity: 5

Element x y z (Å)
Mn 0.0890 0.1913 -0.2643
C 0.6191 4.5974 0.3280
C 1.1438 3.6668 1.3751
N 1.9329 4.1429 2.3160
C 2.4158 3.3375 3.2703
C 2.1211 1.9942 3.3643
C 2.6886 1.1497 4.4794
O 3.2167 -0.0789 3.9974
C 1.2757 1.4499 2.3722
C 0.8467 0.0765 2.4768
N 0.2094 -0.5956 1.5605
C -0.3074 -1.8891 1.8831
C -0.7017 -2.2268 3.1735
C -1.1515 -3.5076 3.4547
C -1.2395 -4.4619 2.4540
C -0.9031 -4.1320 1.1460
C -0.4541 -2.8535 0.8899
I -0.0498 -2.2991 -1.1051
C 0.7996 2.2979 1.3639
O -0.0115 1.8521 0.3909
H 1.0091 5.5943 0.5102
H -0.4717 4.6335 0.3514
H 0.9284 4.2750 -0.6690
H 3.0782 3.8058 3.9891
H 1.8990 0.8993 5.1938
H 3.4329 1.7283 5.0269
H 4.1664 0.0035 3.8633
H 1.0679 -0.4371 3.4060
H -0.6832 -1.4845 3.9606
H -1.4492 -3.7534 4.4645
H -1.5942 -5.4583 2.6764
H -1.0027 -4.8613 0.3541
C 0.3177 -0.6828 -6.9888
Ge 0.9673 0.6805 -5.7717
C 0.1675 2.4245 -6.0889
C 2.9039 0.7845 -5.6614
C 0.3813 -0.0328 -3.9605
Se 0.6720 1.2073 -2.5058
C -0.9190 2.3165 -2.6676
H 0.6202 -0.4289 -8.0047
H -0.7697 -0.7453 -6.9647
H 0.7366 -1.6591 -6.7469
H 0.4078 2.7134 -7.1129
H 0.5813 3.1928 -5.4345
H -0.9182 2.4072 -5.9983
H 3.2935 1.1587 -6.6082
H 3.3451 -0.1958 -5.4827
H 3.2283 1.4687 -4.8767
H 1.0376 -0.8842 -3.7663
H -0.6602 -0.3531 -3.9507
H -0.7935 2.9275 -3.5568
H -0.9645 2.9375 -1.7775
H -1.8016 1.6887 -2.7584